Entry 1:
Entry from the Open Molecules 2025 dataset: a molecular structure, C52H32I4N4O5Y (the ωB97M-V functional and the def2-TZVPD basis).

The geometry in ORCA input format:
```
! RIJCOSX wB97M-V def2-TZVPD def2/J DEFGRID3
* xyz -1 1
Y -0.25222 -0.13391 0.17429
I -9.08025 -3.05932 3.04237
C -7.33190 -2.39183 2.12821
C -6.12064 -2.50766 2.79489
C -4.95938 -2.06401 2.18174
C -4.99481 -1.50651 0.90534
C -6.21910 -1.39621 0.25608
C -7.38842 -1.83529 0.85987
C -3.72664 -1.04361 0.27041
C -2.85959 -2.03786 -0.19692
C -3.13052 -3.46514 -0.18060
C -2.03321 -4.08026 -0.67129
C -1.07051 -3.04026 -0.99273
C 0.20768 -3.26151 -1.51310
C 0.59334 -4.68512 -1.74289
C 0.97991 -5.49072 -0.67692
C 1.33367 -6.81670 -0.87776
C 1.30518 -7.34415 -2.16025
I 1.83929 -9.33332 -2.47103
C 0.92203 -6.55846 -3.23689
C 0.56676 -5.23540 -3.02081
C 1.17041 -2.28864 -1.85327
N 1.07434 -0.96285 -1.59564
C 2.16270 -0.34067 -2.12657
C 2.42097 1.03562 -2.07384
C 3.75004 1.47558 -2.58815
C 3.89090 2.21289 -3.75728
C 5.14399 2.60760 -4.20432
C 6.27069 2.26314 -3.47440
I 8.15316 2.85233 -4.14017
C 6.15258 1.53041 -2.30176
C 4.89539 1.14259 -1.86606
C 1.57912 2.04067 -1.56373
C 1.86044 3.45648 -1.53116
C 0.78754 4.05973 -0.95273
C -0.15875 3.01871 -0.63075
N 0.36192 1.82074 -0.99729
C -1.44350 3.22167 -0.08608
C -2.44597 2.27012 0.10090
C -3.75307 2.54051 0.66784
C -4.39275 1.35405 0.77308
C -3.48376 0.34231 0.26715
N -2.33968 0.93350 -0.14427
C -1.74380 4.60362 0.39483
C -1.46240 4.93099 1.71947
C -1.73980 6.20491 2.19367
C -2.29790 7.14949 1.34407
I -2.71535 9.06209 2.05833
C -2.58451 6.83484 0.02424
C -2.30500 5.55907 -0.44315
C 2.99272 -1.33212 -2.77300
C 2.39559 -2.53587 -2.58345
N -1.62344 -1.82863 -0.71695
H -6.07954 -2.93650 3.78688
H -4.00870 -2.14367 2.69611
H -6.25582 -0.96374 -0.73627
H -8.33492 -1.74734 0.34370
H -4.04331 -3.92993 0.15527
H -1.88898 -5.14002 -0.80623
H 0.99620 -5.06795 0.32048
H 1.63003 -7.43272 -0.03964
H 0.89564 -6.97457 -4.23497
H 0.26177 -4.61610 -3.85529
H 3.00902 2.47634 -4.32805
H 5.23786 3.17635 -5.11955
H 7.03164 1.26586 -1.72966
H 4.78686 0.57345 -0.95033
H 2.75173 3.93618 -1.90219
H 0.64749 5.11252 -0.76681
H -4.11684 3.51135 0.96287
H -5.37828 1.17317 1.17000
H -1.03865 4.17625 2.37753
H -1.52439 6.45588 3.22361
H -3.02218 7.57573 -0.63110
H -2.52577 5.29959 -1.47145
H 3.90741 -1.14000 -3.31051
H 2.74101 -3.49612 -2.93069
O -0.47579 -1.69662 3.74034
C 0.32101 -1.47649 2.84506
O 0.19007 -1.79892 1.59991
C 1.65047 -0.75518 3.16767
C 2.66533 -0.89506 2.03124
C 4.06960 -0.48742 2.48534
C 3.95214 1.05650 2.52621
C 2.48658 1.24641 2.14111
O 2.29326 0.20323 1.16129
C 1.55864 0.80381 3.30032
C 0.22414 1.50920 3.03778
O -0.05315 2.52734 3.66026
O -0.43054 1.04028 2.04145
H 2.02626 -1.17072 4.10406
H 2.58953 -1.82358 1.47323
H 4.81768 -0.81024 1.76060
H 4.32547 -0.92470 3.45050
H 4.60363 1.52263 1.78614
H 4.17595 1.48489 3.50214
H 2.22869 2.20490 1.69295
H 1.94827 1.14809 4.25711
*
```

Computed properties:
HOMO-LUMO gap: 5.795 eV
Energy above the lowest of the compared OMol25 structures with the same formula, charge and spin: 0.0 kcal/mol

Entry 2:
Entry from the Open Molecules 2025 dataset: a molecular structure, C52H35Cl4IrN4Si at a distorted geometry (the ωB97M-V functional and the def2-TZVPD basis).

The geometry in ORCA input format:
```
! RIJCOSX wB97M-V def2-TZVPD def2/J DEFGRID3
* xyz 0 1
Ir -0.44270 -0.34340 0.44320
Cl -4.62840 5.58160 6.38300
C -3.89940 4.64540 5.12590
C -4.23370 3.30590 4.97950
C -3.60910 2.55180 4.00840
C -2.62130 3.09900 3.17560
C -2.33660 4.46190 3.32160
C -2.96530 5.22890 4.28310
C -1.93750 2.22790 2.22150
C -0.52750 2.22250 2.12750
C 0.36080 3.10540 2.78080
C 1.63300 2.78870 2.35640
C 1.51520 1.67790 1.49360
C 2.64390 0.93060 1.04910
C 3.88160 1.68680 0.94510
C 5.09550 1.27820 1.50570
C 6.23160 2.05310 1.39610
C 6.17960 3.26440 0.72420
Cl 7.60250 4.23450 0.59470
C 4.98560 3.70390 0.16730
C 3.85560 2.92290 0.27810
C 2.59110 -0.46960 0.81700
N 1.42070 -1.14300 0.54970
C 1.75570 -2.45430 0.30310
C 0.88540 -3.44750 -0.17740
C 1.44830 -4.77610 -0.51640
C 1.57750 -5.76210 0.45570
C 2.00990 -7.03400 0.12420
C 2.32720 -7.31660 -1.19440
Cl 2.83710 -8.91630 -1.62410
C 2.23510 -6.34010 -2.17440
C 1.78880 -5.07570 -1.83270
C -0.47810 -3.25910 -0.45030
C -1.34590 -4.24750 -0.98380
C -2.57090 -3.65530 -1.16310
C -2.45160 -2.31760 -0.71470
N -1.17220 -2.09150 -0.26450
C -3.51060 -1.39300 -0.66080
C -3.45720 -0.17780 0.04110
C -4.56930 0.65630 0.31550
C -4.13440 1.62430 1.18950
C -2.75500 1.39860 1.41030
N -2.34110 0.32050 0.67770
C -4.81060 -1.75720 -1.26290
C -5.00360 -1.74440 -2.64150
C -6.25350 -1.99680 -3.17890
C -7.31480 -2.28990 -2.33850
Cl -8.88350 -2.57930 -3.00160
C -7.13300 -2.34850 -0.96650
C -5.88720 -2.07350 -0.43850
C 3.14750 -2.62110 0.47490
C 3.67160 -1.38190 0.76130
N 0.20240 1.33600 1.36160
H -4.97890 2.86730 5.62510
H -3.85760 1.50470 3.91870
H -1.63730 4.93360 2.64830
H -2.73930 6.28060 4.38070
H 0.10530 3.85550 3.50050
H 2.55390 3.24520 2.66600
H 5.13450 0.37120 2.08640
H 7.15660 1.71930 1.83590
H 4.95370 4.64680 -0.35700
H 2.93730 3.26120 -0.18040
H 1.32350 -5.53320 1.47930
H 2.09430 -7.80250 0.87820
H 2.50240 -6.57420 -3.19350
H 1.70900 -4.31310 -2.59390
H -1.07090 -5.26050 -1.19970
H -3.46800 -4.10810 -1.53840
H -5.55740 0.54160 -0.08650
H -4.70350 2.42930 1.61220
H -4.18370 -1.51140 -3.30480
H -6.40820 -1.95460 -4.24470
H -7.95620 -2.59130 -0.31460
H -5.73620 -2.10860 0.62980
H 3.67870 -3.54820 0.38540
H 4.70920 -1.15860 0.88880
C -1.11180 -0.67040 -3.01550
Si -0.07980 0.45940 -1.83570
C -0.83840 2.24220 -1.79370
C 1.60840 0.60250 -2.77550
C 1.53020 1.10790 -4.07620
C 2.66370 1.28870 -4.84620
C 3.91490 0.98930 -4.33340
C 4.01320 0.47260 -3.05430
C 2.87070 0.26960 -2.29640
H -1.09800 -0.27930 -4.02670
H -2.14100 -0.71780 -2.68260
H -0.72510 -1.68450 -3.04320
H -0.64510 2.75380 -2.73100
H -0.41600 2.85150 -1.00030
H -1.91230 2.20850 -1.64180
H 0.56660 1.36320 -4.49240
H 2.57210 1.67610 -5.84960
H 4.80540 1.15930 -4.92120
H 4.97960 0.23080 -2.63460
H 2.97570 -0.15560 -1.31520
*
```

Computed properties:
HOMO-LUMO gap: 5.690 eV
Energy above the lowest of the compared OMol25 structures with the same formula, charge and spin: 24.1 kcal/mol

In order of appearance, E_tot = -104097.0181; -121263.2486 eV.
In order of appearance, LUMO level = 0.03665; -0.05293 hartree.